Entry 1:
The following is a quantum chemistry calculation of a 2-piece molecular cluster, C2H6OS overall, from OMol25.

Output
calculated total energy	-15052.7978	eV
energy above the lowest of the compared OMol25 structures with the same formula, charge and spin	14.6	kcal/mol
orbital gap	9.91	eV
LUMO level	0.8	eV

Last column: Mulliken charge in e.
Cartesian coordinates (Å):
S  1.14  -0.47  -2.28  -0.2909
H  1.38  -1.15  -1.16  0.1440
H  1.49  -1.42  -3.14  0.1391
C  -1.27  -0.45  0.91  -0.8095
C  -1.10  0.73  1.51  0.1647
O  -0.28  0.87  2.60  -0.4852
H  -1.96  -0.49  0.08  0.2709
H  -0.78  -1.26  1.42  0.2691
H  -1.41  1.67  1.05  0.2515
H  -0.39  1.77  2.93  0.3463



Entry 2:
The following is a quantum chemistry calculation of a 2-piece molecular cluster, C2H6OS overall, from OMol25.

Output
calculated total energy	-15052.7695	eV
energy above the lowest of the compared OMol25 structures with the same formula, charge and spin	15.3	kcal/mol
orbital gap	9.74	eV
LUMO level	0.6	eV

Last column: Mulliken charge in e.
Cartesian coordinates (Å):
S  4.46  1.83  -0.52  -0.2880
H  4.03  0.76  -1.20  0.1444
H  4.69  1.10  0.57  0.1440
C  -2.33  -1.44  0.14  -0.6994
C  -1.78  -0.27  -0.09  0.1076
O  -1.44  0.54  0.97  -0.4906
H  -2.57  -2.15  -0.64  0.2348
H  -2.50  -1.85  1.13  0.2349
H  -1.74  0.25  -1.03  0.2746
H  -0.82  1.23  0.69  0.3376



Entry 3:
The following is a quantum chemistry calculation of a 2-piece molecular cluster, C2H6OS overall, from OMol25.

Output
calculated total energy	-15052.8735	eV
energy above the lowest of the compared OMol25 structures with the same formula, charge and spin	12.9	kcal/mol
orbital gap	9.67	eV
LUMO level	0.6	eV

Last column: Mulliken charge in e.
Cartesian coordinates (Å):
S  1.96  -0.59  -0.44  -0.2641
H  3.27  -0.86  -0.56  0.1448
H  1.90  -1.33  0.68  0.1249
C  -1.60  1.30  -0.61  -0.7074
C  -1.25  0.73  0.52  0.0242
O  -1.81  -0.47  0.90  -0.4944
H  -1.29  2.29  -0.89  0.2491
H  -2.30  0.82  -1.28  0.2385
H  -0.56  1.18  1.22  0.3447
H  -1.32  -0.83  1.66  0.3397